[1]
Formula: C4H9NO2
Source: the OMol25 dataset
Level of theory: the ωB97M-V functional and the def2-TZVPD basis

Values from the calculation:
Structure (SMILES): [H]/N=C/CO.CC=O
Frontier orbital gap in eV: 10.99
LUMO energy in hartree: 0.038
Molecular weight in u: 103.1
Electronic energy in a.u.: -363.00596

XYZ file:
```
16
Properties=species:S:1:pos:R:3:lowdin_charge:R:1
O -1.514 -1.156 0.094 0.012
H 0.936 1.369 2.108 0.057
H -0.548 -1.927 1.682 0.118
C -0.174 1.411 -0.999 -0.262
H 0.946 -3.109 0.027 0.079
H 0.115 0.378 -1.212 0.090
H 0.153 2.848 0.639 0.116
H 0.612 -1.845 -1.199 0.077
H 0.290 2.065 -1.745 0.120
H 1.530 -1.453 0.288 0.071
C 0.289 1.790 0.385 -0.196
N 0.732 0.929 1.209 0.107
C 0.712 -2.050 -0.130 -0.071
H -1.966 0.830 -0.654 0.066
O -1.570 1.598 -1.093 -0.060
C -0.545 -1.679 0.601 -0.325
```



[2]
Formula: C4H9NO2
Source: the OMol25 dataset
Level of theory: the ωB97M-V functional and the def2-TZVPD basis

Values from the calculation:
Structure (SMILES): CC[C@@H](N)C(=O)O
Frontier orbital gap in eV: 9.74
LUMO energy in hartree: 0.022
Molecular weight in u: 103.1
Electronic energy in a.u.: -363.03002

XYZ file:
```
16
Properties=species:S:1:pos:R:3:lowdin_charge:R:1
C -0.226 -0.205 0.392 -0.330
N 0.759 0.324 1.269 0.053
O -1.861 0.556 2.088 0.033
C 1.430 -0.401 -1.590 -0.101
C 0.044 0.033 -1.116 -0.223
H 1.469 -1.479 -1.401 0.075
H 0.936 1.313 1.281 0.094
H -0.156 -1.292 0.504 0.150
H -0.282 1.024 -1.441 0.110
H -2.162 -0.337 2.351 0.115
C -1.648 0.357 0.711 -0.440
H -0.689 -0.627 -1.600 0.113
H 1.597 -0.133 -2.623 0.066
H 2.188 0.034 -0.930 0.063
H 0.982 -0.051 2.163 0.077
O -2.382 0.884 -0.057 0.144
```



[3]
Formula: C4H9NO2
Source: the OMol25 dataset
Level of theory: the ωB97M-V functional and the def2-TZVPD basis

Values from the calculation:
Structure (SMILES): CNC(=O)CCO
Frontier orbital gap in eV: 9.92
LUMO energy in hartree: 0.025
Molecular weight in u: 103.1
Electronic energy in a.u.: -362.99043

XYZ file:
```
16
Properties=species:S:1:pos:R:3:lowdin_charge:R:1
C -2.026 0.396 0.743 -0.256
H -0.870 1.506 -0.708 0.134
H 1.904 -1.950 -0.354 0.107
H 1.961 1.049 0.158 0.179
O -0.004 -0.917 -1.351 0.017
C -0.702 0.838 0.135 -0.113
H -3.586 -0.030 0.056 0.045
H -1.688 -0.312 1.615 0.155
H 2.889 -0.782 -1.504 0.126
O -2.772 -0.429 -0.101 -0.028
N 1.599 0.072 -0.072 -0.050
C 0.295 -0.128 -0.394 -0.466
H 3.418 -0.867 0.204 0.067
H -0.248 1.371 0.930 0.097
H -2.675 1.172 1.014 0.101
C 2.503 -0.988 -0.371 -0.114
```



[4]
Formula: C4H9NO2
Source: the OMol25 dataset
Level of theory: the ωB97M-V functional and the def2-TZVPD basis

Values from the calculation:
Structure (SMILES): C[C@@]1(O)N[C@@]1(C)O
Frontier orbital gap in eV: 9.49
LUMO energy in hartree: 0.025
Molecular weight in u: 103.1
Electronic energy in a.u.: -362.96924

XYZ file:
```
16
Properties=species:S:1:pos:R:3:lowdin_charge:R:1
H -2.125 -1.259 0.626 0.069
H -0.657 2.064 0.525 0.072
C -0.555 0.073 0.446 -0.587
C 0.417 -0.199 -1.985 -0.017
H 0.610 0.511 2.218 0.085
H -1.117 0.307 2.497 0.087
H 1.048 0.489 -2.569 0.093
H 0.728 -1.224 -2.188 0.093
C -0.267 -0.072 1.927 -0.005
H -0.071 -1.108 2.168 0.085
C 0.550 0.066 -0.521 -0.348
O 1.787 -0.028 0.002 0.077
H -0.633 -0.053 -2.259 0.090
H 2.456 0.180 -0.666 0.120
O -1.467 -1.060 -0.058 -0.050
N -0.705 1.312 -0.162 0.137
```



[5]
Formula: C4H9NO2
Source: the OMol25 dataset
Level of theory: the ωB97M-V functional and the def2-TZVPD basis

Values from the calculation:
Structure (SMILES): CC[C@H](N)C(=O)O
Frontier orbital gap in eV: 10.71
LUMO energy in hartree: 0.031
Molecular weight in u: 103.1
Electronic energy in a.u.: -363.05575

XYZ file:
```
16
Properties=species:S:1:pos:R:3:lowdin_charge:R:1
H -0.796 0.168 -1.408 0.107
O -0.864 2.010 1.767 0.125
H 1.835 -0.376 1.398 0.072
C 0.401 0.509 0.287 -0.291
H 0.397 -1.093 1.564 0.057
H 0.706 -2.300 -0.236 0.063
H 1.025 -1.482 -1.755 0.077
H -1.475 3.030 -0.063 0.125
C 0.241 -1.728 -1.037 -0.094
C -0.450 -0.450 -0.578 -0.216
H -0.492 -2.368 -1.521 0.073
N 0.847 -0.188 1.554 0.057
H -1.364 -0.645 -0.003 0.125
H 1.279 0.850 -0.263 0.150
C -0.434 1.692 0.700 -0.508
O -0.854 2.369 -0.407 0.078
```



[6]
Formula: C4H9NO2
Source: the OMol25 dataset
Level of theory: the ωB97M-V functional and the def2-TZVPD basis

Values from the calculation:
Structure (SMILES): C[C@@H](CO)NC=O
Frontier orbital gap in eV: 10.57
LUMO energy in hartree: 0.030
Molecular weight in u: 103.1
Electronic energy in a.u.: -363.04073

XYZ file:
```
16
Properties=species:S:1:pos:R:3:lowdin_charge:R:1
H 1.937 0.458 1.737 0.083
H -1.785 -0.375 1.170 0.130
C 0.712 0.637 -0.824 -0.245
O -1.039 -1.266 -1.748 -0.005
N -1.096 -0.511 0.440 0.071
C 0.144 0.320 0.556 -0.330
H 0.742 -0.693 2.384 0.075
C 1.195 -0.304 1.467 -0.058
H -0.204 1.263 0.993 0.143
H -0.385 1.431 -2.215 0.088
C -1.623 -1.012 -0.710 -0.344
O 0.016 1.728 -1.392 -0.045
H 1.725 -1.117 0.960 0.085
H -2.712 -1.171 -0.647 0.130
H 0.602 -0.267 -1.418 0.101
H 1.772 0.877 -0.753 0.122
```



[7]
Formula: C4H9NO2
Source: the OMol25 dataset
Level of theory: the ωB97M-V functional and the def2-TZVPD basis

Values from the calculation:
Structure (SMILES): O=CNCCCO
Frontier orbital gap in eV: 10.34
LUMO energy in hartree: 0.025
Molecular weight in u: 103.1
Electronic energy in a.u.: -363.03827

XYZ file:
```
16
Properties=species:S:1:pos:R:3:lowdin_charge:R:1
O -0.371 -2.606 2.880 0.019
H -1.018 0.336 0.445 0.116
C 0.166 1.244 -1.654 -0.276
C 0.812 0.284 -0.659 -0.180
O -1.002 0.651 -2.188 -0.068
H 0.870 1.407 -2.481 0.117
H 0.320 1.018 1.337 0.122
C 0.042 0.219 0.648 -0.197
C -0.605 -1.851 1.967 -0.383
H 1.252 -1.137 1.651 0.142
N 0.288 -1.028 1.371 0.018
H -1.784 1.213 -2.070 0.095
H 1.853 0.571 -0.517 0.114
H 0.804 -0.700 -1.113 0.115
H -1.593 -1.785 1.496 0.131
H -0.033 2.163 -1.111 0.116
```



[8]
Formula: C4H9NO2
Source: the OMol25 dataset
Level of theory: the ωB97M-V functional and the def2-TZVPD basis

Values from the calculation:
2S+1: 2
Frontier orbital gap (alpha / beta) in eV: 10.33 / 6.44
LUMO energy (alpha / beta) in hartree: -0.138 / -0.281
Molecular weight in u: 103.1
Electronic energy in a.u.: -362.73511
Net charge: +1

XYZ file:
```
16
Properties=species:S:1:pos:R:3:lowdin_charge:R:1
C 0.363 1.404 -2.153 0.052
C 1.327 0.277 -0.531 0.053
H 0.331 2.099 -2.955 0.144
C -0.051 0.487 -0.177 0.031
N 1.555 0.907 -1.684 0.102
H -1.666 1.461 -1.225 0.128
O -3.855 -1.613 1.179 -0.057
O 2.141 -1.782 2.222 -0.063
H 1.500 -2.009 2.906 0.046
H 2.775 -1.228 2.695 0.043
C -0.642 1.150 -1.209 0.000
H 2.432 0.923 -2.186 0.187
H -0.373 0.222 0.824 0.135
H -3.480 -0.913 0.636 0.013
H 2.177 -0.191 -0.065 0.143
H -4.533 -1.193 1.721 0.043
```



[9]
Formula: C4H9NO2
Source: the OMol25 dataset
Level of theory: the ωB97M-V functional and the def2-TZVPD basis

Values from the calculation:
2S+1: 2
Frontier orbital gap (alpha / beta) in eV: 11.19 / 6.19
LUMO energy (alpha / beta) in hartree: -0.127 / -0.307
Molecular weight in u: 103.1
Electronic energy in a.u.: -362.69271
Net charge: +1

XYZ file:
```
16
Properties=species:S:1:pos:R:3:lowdin_charge:R:1
H -2.522 1.741 -1.226 0.125
H 0.148 0.995 -0.781 0.132
C 1.897 -0.207 0.764 -0.227
C -0.373 -1.227 0.462 -0.135
H 0.933 -1.289 2.230 0.142
H -0.853 -2.064 0.941 0.141
H -2.162 -0.798 -0.391 0.186
O -1.604 1.900 -0.945 0.036
C -0.876 0.727 -0.993 -0.217
H 0.152 0.252 2.009 0.137
H 2.721 0.197 1.367 0.145
H -0.873 0.300 -2.017 0.183
C 0.608 -0.575 1.460 -0.087
O 2.115 -0.500 -0.382 0.074
H 0.256 -1.589 -0.383 0.170
N -1.314 -0.319 -0.084 0.195
```



[10]
Formula: C4H9NO2P
Source: the OMol25 dataset
Level of theory: the ωB97M-V functional and the def2-TZVPD basis

Values from the calculation:
Frontier orbital gap in eV: 6.82
LUMO energy in hartree: 0.133
Molecular weight in u: 134.1
Electronic energy in a.u.: -704.40687
Net charge: -1

XYZ file:
```
17
Properties=species:S:1:pos:R:3:lowdin_charge:R:1
N 0.600 3.670 -0.285 -0.018
C 0.637 -0.161 -1.609 -0.125
H -0.099 -1.991 0.357 0.060
H 0.309 -0.388 1.117 0.060
C -0.392 -0.968 0.487 -0.151
H 1.316 0.137 -0.787 0.038
P 2.445 2.082 1.321 0.398
H 0.908 3.573 -1.230 0.038
H 0.744 0.559 -2.432 0.055
H -1.280 -0.905 1.181 0.084
C 0.830 3.051 0.726 -0.276
O 2.147 1.094 2.475 -0.545
C -0.693 -0.256 -0.781 -0.345
H -1.383 -0.819 -1.439 0.094
H 0.654 -1.195 -2.025 0.070
H -1.014 0.721 -0.535 0.070
O 3.499 3.107 1.607 -0.506
```



[11]
Formula: C4H9NO2S
Source: the OMol25 dataset
Level of theory: the ωB97M-V functional and the def2-TZVPD basis

Values from the calculation:
Structure (SMILES): O=C(O)NCCCS
Frontier orbital gap in eV: 9.63
LUMO energy in hartree: 0.014
Molecular weight in u: 135.2
Electronic energy in a.u.: -761.17147

XYZ file:
```
17
Properties=species:S:1:pos:R:3:lowdin_charge:R:1
H 0.768 2.248 -2.443 0.164
O 2.140 -0.188 -2.835 0.123
C -0.478 0.388 -0.586 -0.255
H -0.747 -1.845 0.946 0.061
H 0.559 -1.447 1.995 0.105
C -0.058 0.305 0.940 -0.268
H 0.820 -1.313 -1.256 0.188
H -1.531 0.036 -0.692 0.126
N 0.350 -0.337 -1.489 0.027
H -0.467 1.427 -0.881 0.092
H 1.003 0.383 1.101 0.082
H -0.572 1.255 1.431 0.117
O 1.444 1.765 -1.875 0.053
H -2.499 -1.527 2.945 -0.226
C 1.498 0.420 -2.057 -0.568
C -0.527 -1.029 1.644 -0.493
S -1.704 -0.539 3.111 0.672
```



[12]
Formula: C4H9NO2S
Source: the OMol25 dataset
Level of theory: the ωB97M-V functional and the def2-TZVPD basis

Values from the calculation:
Structure (SMILES): CC(C)(C)SON=O
Frontier orbital gap in eV: 9.14
LUMO energy in hartree: 0.002
Molecular weight in u: 135.2
Electronic energy in a.u.: -761.09462

XYZ file:
```
17
Properties=species:S:1:pos:R:3:lowdin_charge:R:1
H -0.556 0.949 -1.463 0.064
O -4.133 0.773 -0.211 0.057
H 1.152 1.443 -1.060 0.084
S -1.135 -1.238 0.144 0.962
H -0.210 1.547 1.005 0.071
C 0.550 0.831 1.201 -0.104
H 1.253 -2.116 0.924 0.101
H 0.394 0.434 2.228 0.099
C 0.470 -0.150 0.080 -0.769
H 1.054 -2.034 -0.734 0.045
C 1.357 -1.358 0.055 -0.193
H 2.461 -1.022 0.046 0.121
N -3.199 0.289 0.321 -0.092
H 0.845 -0.056 -1.941 0.080
C 0.447 0.646 -1.230 -0.066
O -2.243 -0.263 -0.577 -0.536
H 1.491 1.326 1.212 0.074
```



[13]
Formula: C4H9NO2S
Source: the OMol25 dataset
Level of theory: the ωB97M-V functional and the def2-TZVPD basis

Values from the calculation:
Frontier orbital gap (alpha / beta) in eV: 7.77 / 7.24
LUMO energy (alpha / beta) in hartree: -0.014 / -0.004
Molecular weight in u: 135.2
Electronic energy in a.u.: -761.00416

XYZ file:
```
17
Properties=species:S:1:pos:R:3:lowdin_charge:R:1
O -0.974 -0.716 -1.461 -0.427
H 3.995 -0.682 -0.387 0.066
H 0.737 1.543 -0.365 -0.018
H 3.764 0.606 0.804 0.083
C -2.532 0.774 -0.014 -0.196
H -3.140 -1.080 1.131 0.098
H -3.467 -1.021 -0.601 0.077
N 2.032 0.125 -0.216 -0.139
H 3.703 1.047 -1.034 0.118
H -2.673 1.721 0.477 0.043
H -4.523 0.060 0.413 0.075
C 3.473 0.251 -0.195 -0.106
C 1.278 -0.783 0.097 -0.086
S -0.750 0.139 -0.342 0.822
H 1.551 -1.764 0.267 0.059
O -0.137 1.646 -0.713 -0.267
C -3.487 -0.338 0.314 -0.201
```



[14]
Formula: C4H9NO2S
Source: the OMol25 dataset
Level of theory: the ωB97M-V functional and the def2-TZVPD basis

Values from the calculation:
Frontier orbital gap in eV: 9.86
LUMO energy in hartree: 0.014
Molecular weight in u: 135.2
Electronic energy in a.u.: -761.11840

XYZ file:
```
17
Properties=species:S:1:pos:R:3:lowdin_charge:R:1
H -2.027 0.565 -1.796 0.055
C 2.384 0.394 0.617 -0.063
H -2.489 1.785 -0.797 0.079
O -3.035 0.504 1.298 -0.333
C 0.874 -1.367 -0.453 -0.072
O -2.256 -1.495 0.154 -0.318
H 1.456 -1.141 -1.353 0.088
H -0.078 1.688 0.829 0.050
H 2.920 -0.485 0.944 0.056
H 1.396 -2.156 0.041 0.071
H 2.832 0.871 -0.322 0.097
H 2.383 1.174 1.536 0.123
C 0.934 -0.074 0.276 -0.452
H -0.207 -1.656 -0.731 0.085
S -2.284 -0.079 0.251 0.610
N -2.713 0.816 -1.094 -0.099
C -0.089 0.658 0.602 0.021
```



[15]
Formula: C4H9NO2S
Source: the OMol25 dataset
Level of theory: the ωB97M-V functional and the def2-TZVPD basis

Values from the calculation:
Frontier orbital gap in eV: 9.12
LUMO energy in hartree: 0.019
Molecular weight in u: 135.2
Electronic energy in a.u.: -761.16499

XYZ file:
```
17
Properties=species:S:1:pos:R:3:lowdin_charge:R:1
O 2.205 1.183 0.547 0.090
C -1.203 -0.045 1.165 -0.120
H 0.936 -2.072 -1.642 0.118
H -1.834 -0.344 -0.909 0.103
H 1.761 1.887 0.054 0.095
C -1.093 0.223 -0.344 -0.686
O 2.262 -0.973 0.898 0.090
H -0.262 -0.092 1.688 0.065
H 0.203 -2.057 -0.205 0.069
C 1.831 -0.055 0.294 -0.425
S -1.265 2.050 -0.607 0.751
H 0.439 0.179 -1.914 0.093
H -0.573 2.354 0.487 -0.144
H -1.804 0.823 1.396 0.028
H -1.851 -1.038 1.243 0.128
N 0.092 -1.707 -1.137 0.028
C 0.154 -0.316 -1.013 -0.285
```